# 1
63
Properties=species:S:1:pos:R:3 method="wB97M-V/def2-TZVPD" lumo_energy_ev=0.6 homo_ev=-9.000 multiplicity=1 orbital_gap_ev=9.6 de_lowest_kcal_mol=2.55 smiles="Cc1ccc(N(C(=O)[C@H]2CCC(=O)N2)C2(C(=O)NC3CCCC3)CCCCC2)cc1"
C -0.3871 -4.9733 -0.5006
C 0.0678 -3.5481 -0.4605
C 0.1531 -2.8024 -1.6319
C 0.5464 -1.4783 -1.6072
C 0.8625 -0.8710 -0.3984
N 1.2510 0.4996 -0.3582
C 2.5354 0.8800 -0.5407
O 2.9065 2.0366 -0.5194
C 3.5418 -0.2729 -0.7731
C 4.9396 0.2837 -1.0836
C 5.6210 0.3476 0.2826
C 4.8928 -0.6932 1.1148
O 5.2194 -1.1546 2.1823
N 3.7701 -1.0259 0.4371
C 0.1681 1.4987 -0.1854
C -1.1646 0.7043 -0.1448
O -1.7662 0.4396 -1.1646
N -1.5839 0.3279 1.0786
C -2.8391 -0.3564 1.3436
C -4.0647 0.5084 0.9875
C -5.1019 -0.4891 0.4845
C -4.2518 -1.4619 -0.3261
C -3.0096 -1.6665 0.5420
C 0.1055 2.4248 -1.4108
C -0.9548 3.5067 -1.2221
C -0.6831 4.3239 0.0357
C -0.6398 3.4107 1.2564
C 0.4367 2.3456 1.0658
C 0.7734 -1.6039 0.7792
C 0.3832 -2.9310 0.7433
H -0.1188 -5.4949 0.4144
H -1.4710 -5.0113 -0.6113
H 0.0525 -5.4949 -1.3479
H -0.0991 -3.2646 -2.5746
H 0.5973 -0.9041 -2.5195
H 3.1632 -0.9237 -1.5686
H 5.4699 -0.4001 -1.7461
H 4.8707 1.2613 -1.5556
H 5.4687 1.3199 0.7540
H 6.6892 0.1454 0.2494
H 3.0897 -1.6719 0.8043
H -1.0359 0.5921 1.8784
H -2.8353 -0.5768 2.4143
H -3.7925 1.1823 0.1757
H -4.4113 1.0993 1.8346
H -5.5702 -1.0046 1.3255
H -5.8806 -0.0133 -0.1089
H -3.9580 -0.9917 -1.2638
H -4.7655 -2.3973 -0.5422
H -3.1530 -2.5005 1.2300
H -2.1287 -1.8684 -0.0617
H -0.1353 1.8258 -2.2905
H 1.0812 2.8879 -1.5523
H -1.9402 3.0414 -1.1543
H -0.9556 4.1590 -2.0971
H -1.4589 5.0815 0.1635
H 0.2763 4.8352 -0.0655
H -1.6191 2.9453 1.3942
H -0.4157 3.9936 2.1524
H 0.5370 1.7182 1.9565
H 1.3974 2.8416 0.9190
H 1.0055 -1.1311 1.7232
H 0.3188 -3.4906 1.6650

---

# 2
160
Properties=species:S:1:pos:R:3 method="wB97M-V/def2-TZVPD" lumo_energy_ev=2.0 homo_ev=-5.445 charge=-1 multiplicity=1 orbital_gap_ev=7.4 de_lowest_kcal_mol=0.00
P -0.1190 -0.0004 0.2878
F 0.1583 -1.5562 0.1338
F -0.7667 -0.2084 1.7815
F 1.3766 0.1734 0.8508
F -0.4747 1.5786 0.4585
F 0.4558 0.2814 -1.1969
F -1.5625 -0.2114 -0.5624
C 3.9120 -1.5020 -3.1363
O 2.5989 -1.1132 -2.7562
H 3.9953 -2.5785 -2.9867
H 4.0856 -1.1697 -4.1598
H 4.6882 -0.9532 -2.6031
H 2.7573 -0.1737 -2.6388
C -4.6714 -1.5150 -0.5526
O -4.6196 -2.1207 -1.8649
H -4.0977 -0.5948 -0.6627
H -5.7171 -1.3306 -0.3065
H -4.2018 -2.1371 0.2092
H -3.8890 -2.7434 -1.8631
C 4.1232 -1.4048 1.1765
O 3.0803 -1.7541 0.2886
H 5.0734 -1.8834 0.9397
H 4.2662 -0.3308 1.0569
H 3.8680 -1.6501 2.2074
H 2.3820 -1.1263 0.4883
C -1.6095 -3.8756 0.9928
O -0.4055 -4.2645 0.2897
H -1.9561 -2.8649 0.7775
H -2.5023 -4.4887 0.8703
H -1.4380 -3.9720 2.0649
H 0.3148 -4.3439 0.9194
C -4.8200 0.6663 -5.8894
C -4.2499 -0.1441 -4.7960
C -3.9557 0.7318 -3.4969
O -2.9706 1.6643 -3.9122
C -2.7455 2.7789 -3.0927
N -5.2135 -1.2123 -4.4197
H -5.5974 1.3186 -5.4914
H -5.2920 0.1518 -6.7264
H -4.0548 1.3687 -6.2200
H -3.2847 -0.5291 -5.1249
H -3.4849 0.1010 -2.7429
H -4.8294 1.1729 -3.0171
H -2.3770 3.5446 -3.7753
H -2.1032 2.4900 -2.2608
H -3.6626 3.1809 -2.6619
H -5.0248 -1.5236 -3.4776
H -6.0617 -0.7329 -4.1534
C -3.8013 -1.9245 3.6689
C -3.7206 -0.3738 3.6698
C -2.6671 0.0326 4.7129
O -3.0977 -0.3789 5.9753
C -4.2585 0.2109 6.5846
N -3.4933 0.1232 2.3136
H -4.2821 -2.2739 4.5826
H -2.8686 -2.4851 3.6066
H -4.2836 -2.3626 2.7951
H -4.6830 0.0201 3.9964
H -2.4500 1.1003 4.7447
H -1.7001 -0.3932 4.4452
H -5.1732 -0.0344 6.0449
H -4.1823 1.2933 6.6881
H -4.4077 -0.0412 7.6345
H -2.5515 -0.1635 2.0879
H -3.3535 1.1226 2.2704
C 3.9616 2.8599 -4.1896
C 2.6448 2.7769 -3.3890
C 1.4859 2.4251 -4.3538
O 1.4429 3.4139 -5.4266
C 0.8343 4.6941 -5.1075
N 2.8005 1.7308 -2.3595
H 4.8103 2.9753 -3.5154
H 4.0163 3.7350 -4.8372
H 4.1564 1.9798 -4.8024
H 2.5464 3.7448 -2.8974
H 0.5078 2.4288 -3.8726
H 1.6432 1.4655 -4.8462
H 0.8892 5.3668 -5.9634
H 1.3187 5.2336 -4.2937
H -0.2145 4.5505 -4.8475
H 1.8758 1.5469 -1.9974
H 3.3334 2.1075 -1.5886
C -3.1475 5.0181 3.2370
C -2.0950 4.4402 2.2502
C -0.6751 5.0940 2.3520
O -0.4965 6.3893 1.6772
C 0.8868 6.6756 1.5160
N -2.0701 2.9804 2.3820
H -4.0912 4.4730 3.2195
H -3.2181 6.0778 2.9916
H -2.7544 5.0814 4.2517
H -2.4424 4.6744 1.2439
H 0.0431 4.4054 1.9067
H -0.3433 5.2744 3.3745
H 1.3903 6.7956 2.4753
H 0.9073 7.6663 1.0618
H 1.4492 6.0889 0.7897
H -1.5458 2.8206 3.2303
H -1.4894 2.5755 1.6616
C 2.6336 2.0950 3.3668
C 3.2448 3.4347 3.8743
C 4.2706 4.1047 2.9290
O 3.8241 4.1092 1.5854
C 4.8014 4.6034 0.6382
N 2.1317 4.3709 4.0571
H 3.3902 1.3126 3.3076
H 2.2724 2.1344 2.3391
H 1.8892 1.7239 4.0712
H 3.6456 3.2417 4.8694
H 5.1257 3.4302 2.8833
H 4.5286 5.1013 3.2872
H 5.6453 3.9143 0.6719
H 4.9830 5.6656 0.8021
H 4.4077 4.5736 -0.3778
H 1.6056 4.3828 3.1950
H 2.4266 5.3075 4.2934
C 0.9442 -2.4598 3.2632
C 1.7585 -3.7891 3.1286
C 2.5310 -4.1211 4.3987
O 3.2958 -5.3113 4.2822
C 4.0226 -5.5901 5.4637
N 0.8888 -4.8522 2.7042
H 0.2675 -2.4930 4.1170
H 0.2850 -2.2978 2.4104
H 1.5759 -1.5798 3.3843
H 2.5336 -3.5987 2.3863
H 1.8949 -4.2653 5.2720
H 3.0967 -3.2158 4.6187
H 4.4909 -6.5392 5.2030
H 3.4348 -5.6578 6.3791
H 4.8087 -4.8489 5.6080
H 0.1561 -4.8879 3.3985
H 1.3233 -5.7595 2.7946
C -0.4882 -0.2522 -4.1995
C -0.9799 -1.6117 -3.6879
C -1.1276 -2.6519 -4.8989
O -1.2445 -3.9766 -4.3464
C -2.4444 -4.5918 -4.8763
N -0.0499 -2.1410 -2.7025
H 0.5242 -0.4096 -4.5715
H -0.4447 0.5430 -3.4552
H -1.0718 0.0908 -5.0539
H -1.9261 -1.4887 -3.1609
H -0.3309 -2.5448 -5.6351
H -1.9814 -2.3935 -5.5252
H -2.4114 -4.5041 -5.9622
H -3.3519 -4.0533 -4.6031
H -2.5250 -5.6526 -4.6391
H -0.2528 -1.4501 -1.9942
H 0.7887 -1.6471 -2.9725
C 2.4149 -5.9738 -0.6630
C 2.9237 -4.5279 -0.8936
O 1.8636 -3.6137 -1.1730
O 1.2937 -6.2177 -1.4275
H 2.1701 -6.0402 0.3971
H 3.1716 -6.7420 -0.8218
H 3.5955 -4.3916 -1.7411
H 3.4615 -4.2998 0.0266
H 2.3330 -2.7766 -1.1932
H 1.1912 -7.1518 -1.2313

---

# 3
13
Properties=species:S:1:pos:R:3 method="wB97M-V/def2-TZVPD" lumo_energy_ev=3.9 homo_ev=-5.263 charge=-1 multiplicity=1 orbital_gap_ev=9.2 de_lowest_kcal_mol=10.10
O 0.4515 -1.3587 -0.9503
C 0.3597 -0.1382 -1.1385
O -0.6096 0.6401 -1.0791
H 1.3628 0.3425 -1.3456
H 2.3866 1.4783 0.3031
H 0.9444 1.9913 0.3122
O 1.8590 2.2651 0.4866
H -2.0988 0.6750 0.1083
H -2.8470 2.0082 0.1639
O -2.9171 1.0928 0.4409
H 1.0886 -3.1263 1.1289
H -0.1185 -2.5797 0.4753
O 0.1384 -3.2904 1.0942

---

Going through the records in order, we get electronic energy values of -36038.8958 -99505.3177 -11390.4474 eV.